ORCA calculation (wB97M-V/def2-TZVPD) on a structure of composition C39H45N5O4PPtSSe.

Results
HOMO (eV): -3.989
LUMO (eV): 2.3
Maximum force (eV/A): 0.58

The geometry in ORCA input format:
```
! RIJCOSX wB97M-V def2-TZVPD def2/J DEFGRID3
* xyz -1 1
Pt 0.225 -1.193 0.144
N -3.041 -1.734 1.122
P -1.891 -0.508 0.785
C -2.901 0.587 -0.311
C -3.608 1.692 0.160
C -4.428 2.424 -0.689
C -4.564 2.059 -2.018
C -3.889 0.944 -2.491
C -3.064 0.216 -1.647
C -1.812 0.447 2.331
C -2.084 -0.092 3.583
C -1.909 0.673 4.728
C -1.440 1.974 4.638
C -1.149 2.515 3.394
C -1.337 1.758 2.252
C -3.051 -2.907 0.367
C -3.303 -4.137 0.977
C -3.262 -5.271 0.200
C -2.977 -5.161 -1.157
C -2.748 -3.897 -1.663
N -2.800 -2.785 -0.932
H -3.149 -1.908 2.110
H -3.532 1.988 1.195
H -4.964 3.283 -0.303
H -5.202 2.634 -2.679
H -4.002 0.637 -3.523
H -2.572 -0.675 -2.003
H -2.370 -1.129 3.689
H -2.112 0.232 5.696
H -1.274 2.556 5.537
H -0.743 3.515 3.311
H -1.080 2.181 1.290
H -3.429 -4.195 2.049
H -3.397 -6.241 0.659
H -2.911 -6.031 -1.795
H -2.508 -3.759 -2.713
C 2.775 4.568 2.514
C 2.322 3.130 2.448
C 2.395 2.315 3.563
C 1.970 0.987 3.462
C 2.018 0.070 4.656
C 1.488 0.510 2.263
C 1.368 1.312 1.098
C 1.818 2.642 1.245
N 0.786 0.782 -0.036
C 0.849 1.486 -1.329
C -0.064 2.735 -1.371
C 0.026 3.446 -2.725
C 1.479 3.837 -3.011
C 2.353 2.579 -3.062
C 1.838 1.640 -4.153
C 0.396 1.248 -3.825
C -0.476 2.503 -3.818
C 0.354 0.561 -2.454
C 2.301 1.862 -1.709
H 3.108 4.828 3.520
H 1.968 5.252 2.239
H 3.604 4.753 1.827
H 2.781 2.700 4.502
H 3.024 0.034 5.083
H 1.721 -0.943 4.383
H 1.342 0.425 5.439
H 1.163 -0.524 2.240
H 1.773 3.342 0.426
H 0.186 3.439 -0.579
H -1.095 2.412 -1.196
H -0.600 4.345 -2.699
H 1.845 4.513 -2.231
H 1.540 4.375 -3.964
H 3.388 2.862 -3.279
H 2.467 0.744 -4.194
H 1.887 2.124 -5.135
H 0.026 0.544 -4.578
H -1.518 2.238 -3.624
H -0.436 2.997 -4.797
H 0.969 -0.341 -2.480
H -0.661 0.244 -2.227
H 2.762 2.491 -0.950
H 2.887 0.939 -1.746
C 2.814 -3.689 -3.065
N 2.959 -4.117 -1.689
C 3.238 -5.401 -1.260
C 3.196 -5.369 0.091
N 2.929 -4.079 0.477
C 2.749 -3.330 -0.609
S 2.396 -1.649 -0.708
H 3.195 -4.477 -3.711
H 3.375 -2.772 -3.232
H 1.765 -3.499 -3.289
H 3.432 -6.201 -1.951
H 3.324 -6.156 0.813
H 2.479 -3.809 1.467
O -0.837 -2.539 2.976
Se 0.024 -3.652 2.168
O -0.503 -5.162 2.363
O -0.001 -3.266 0.513
O 1.614 -3.530 2.616
*
```

Atomic partial charges in e from the Löwdin method, atoms 1 to 5: number 1, Pt, carries 0.7471; number 2, N, carries -0.0780; number 3, P, carries 0.9506; number 4, C, carries -0.3011; number 5, C, carries -0.0848